18
Properties=species:S:1:pos:R:3 method="wB97M-V/def2-TZVPD" de_lowest_kcal_mol=101.21 max_force_ev_per_a=3.9 e_tot_ha=-903.65772 gap_ev=7.44
S -0.52227 -1.91326 0.53257
C -0.40267 -0.12542 0.51202
C -1.35171 0.64941 -0.03536
C -2.72251 0.41158 -0.36186
N -3.36495 1.52718 -0.26413
N -2.50975 2.53611 0.00915
N -1.25090 2.00968 -0.05271
H -1.78238 -1.85189 0.68654
H 0.59014 0.23919 0.88081
H -3.25468 -0.48920 -0.59378
H -2.66867 3.51607 -0.28820
H -0.57950 2.45698 0.42706
N 3.75769 -1.02619 -0.39115
N 3.22357 0.11264 0.16514
C 3.00982 1.26785 0.28086
O 2.56856 2.33334 0.48922
H 3.28421 -1.18317 -1.25136
H 3.62347 -1.95356 0.25089

45
Properties=species:S:1:pos:R:3 method="wB97M-V/def2-TZVPD" de_lowest_kcal_mol=47.32 max_force_ev_per_a=2.4 spin_multiplicity=3 e_tot_ha=-2079.51011 gap_ev="6.01 / 5.16" charge=+1
O 2.60514 1.12242 -1.37330
H 3.31642 1.74458 -1.62884
Tm 0.90261 -0.02584 -0.11252
N -1.22028 -0.14212 -1.04455
N 0.91730 -0.91813 -2.12087
O -2.40606 0.33435 -0.39218
O 2.16566 -1.21784 -2.71075
C -1.37590 -0.64100 -2.28934
C -0.15467 -1.04238 -2.91086
C -2.67601 -0.96135 -2.94427
C -0.03800 -1.65950 -4.24822
H -3.56238 -0.45374 -2.54099
H -2.83069 -2.05211 -2.89194
H -2.62643 -0.71636 -4.01641
H 1.03237 -1.80355 -4.43650
H -0.46508 -1.02252 -5.03913
H -0.53172 -2.64569 -4.26257
H -3.13317 -0.19787 -0.77410
H 2.72760 -0.44783 -2.45362
O 1.18325 -2.41459 0.12047
H 0.68635 -2.90932 0.77920
H 0.83170 -2.72958 -0.75127
C 1.29975 2.01205 -1.10365
H 1.14963 2.09699 0.01948
H 0.45184 1.55489 -1.64405
H 1.47679 3.02007 -1.50337
O -2.58239 3.52649 0.39174
H -2.34866 2.65700 -0.00516
H -2.00725 3.68502 1.14809
C -1.30164 -0.40485 2.41886
O 0.00070 0.09537 1.99573
C 0.85564 0.44791 3.12144
C 2.21118 0.96244 2.63236
O 2.55594 0.31765 1.36073
C 3.77231 -0.47260 1.23243
H -1.99119 0.43221 2.62852
H -1.18989 -1.02208 3.32553
H -1.69899 -1.01995 1.60341
H 0.35814 1.18923 3.76124
H 1.00170 -0.45229 3.73206
H 2.13125 2.03858 2.42166
H 3.00089 0.75410 3.37131
H 4.55116 -0.02221 1.85386
H 3.57027 -1.51575 1.51428
H 4.03722 -0.42871 0.17239

14
Properties=species:S:1:pos:R:3 method="wB97M-V/def2-TZVPD" de_lowest_kcal_mol=38.26 max_force_ev_per_a=3.3 e_tot_ha=-932.66308 gap_ev=9.11
C -1.31583 -1.37349 -0.63495
N -0.95701 -0.73215 -2.02293
C -0.56672 -1.76484 -2.93251
H -0.44040 -1.67610 -0.01746
H -1.93787 -0.66219 -0.00366
H -1.87965 -2.28678 -0.96162
H -0.17752 -0.12974 -1.76551
H -0.10533 -2.58858 -2.44819
H 0.01912 -1.43419 -3.74972
H -1.40453 -2.40070 -3.25686
S 0.01280 1.83604 1.41046
S 1.47744 0.31813 1.47574
H -0.76158 1.49860 0.30977
H 0.83823 -0.83192 1.27927

68
Properties=species:S:1:pos:R:3 method="wB97M-V/def2-TZVPD" de_lowest_kcal_mol=64.11 max_force_ev_per_a=3.7 e_tot_ha=-3509.78033 gap_ev="5.26 / 5.25" charge=+1
Au -0.23028 -2.27913 0.04535
Cl 4.75812 -2.34303 -1.38975
C 4.17472 -2.28493 0.27855
Cl 4.97092 -3.51323 1.25885
Cl 4.43172 -0.68763 0.94715
C 2.63862 -2.63353 0.16635
O 2.32822 -3.79943 0.14895
O 1.90982 -1.62133 0.07295
C -3.50998 2.25817 0.67375
C -2.98738 2.51357 -0.73455
C -3.59468 3.80317 -1.29295
C -3.27808 1.32777 -1.65395
O -1.57018 2.69647 -0.73365
Si -0.33778 2.14597 0.11155
S -0.92028 -0.01513 0.52375
O 1.07722 2.24187 -0.57955
C 1.70062 2.28017 -1.86775
C 0.66052 2.12707 -2.96795
C 2.71622 1.13877 -1.90285
C 2.40032 3.63447 -1.96795
O -0.35228 2.73217 1.59575
C 0.38772 2.45857 2.78015
C 1.84062 2.15587 2.44475
C 0.27152 3.70957 3.65945
C -0.27448 1.27097 3.47315
H -4.59308 2.18607 0.66235
H -3.21548 3.07007 1.33185
H -3.09628 1.33017 1.06175
H -4.67518 3.71307 -1.35205
H -3.20408 4.00447 -2.28605
H -3.34548 4.63637 -0.64175
H -4.33738 1.09177 -1.66935
H -2.72308 0.45907 -1.29085
H -2.94968 1.54947 -2.66615
H 0.16152 1.16527 -2.87085
H 1.14172 2.18907 -3.93965
H -0.08218 2.91647 -2.88825
H 2.22522 0.19447 -1.67715
H 3.48962 1.30747 -1.15855
H 3.18152 1.07557 -2.88285
H 1.66592 4.43457 -1.92345
H 2.94862 3.70937 -2.90255
H 3.09952 3.74687 -1.14365
H 2.26612 2.97007 1.86645
H 1.90082 1.24747 1.85025
H 2.42202 2.02367 3.35095
H 0.70862 4.56207 3.14695
H 0.79292 3.55337 4.59835
H -0.77338 3.92357 3.86655
H -0.26368 0.42067 2.78085
H -1.31018 1.49867 3.71175
H 0.25292 0.99467 4.38055
N -0.34048 -4.55013 -2.24945
C -0.24318 -5.20273 -1.07545
C -0.20988 -6.61083 -1.03965
C -0.13818 -7.25393 0.16915
C -0.11198 -6.48743 1.33605
C -0.16818 -5.11903 1.22785
N -0.25398 -4.48603 0.05445
H -0.14068 -5.05113 -3.09765
H -0.21528 -3.55003 -2.25165
H -0.22718 -7.15633 -1.96855
H -0.09528 -8.33123 0.22025
H -0.03758 -6.95273 2.30235
H -0.14438 -4.48853 2.10325
O -2.59498 -2.63133 -0.31005
H -2.88768 -3.48233 0.03345
H -3.09038 -1.93723 0.14075